Entry from OMol25: a cluster of 10 separate species, C51H129N7O17 in total (ωB97M-V/def2-TZVPD).

Computed properties:
**LUMO energy**: 0.486 eV
**HOMO**: -0.298 Eh
**Kohn-Sham gap**: 8.58 eV
**F_max**: 1.75 eV Å⁻¹
**Energy relative to the best compared isomer or geometry (same formula, charge and spin)**: 2.77 kcal/mol
**Calculated total energy**: -100208.428 eV

Element x y z (Å)
C1 1.472 -1.660 -4.906
O1 2.078 -1.713 -3.628
C2 2.965 -2.808 -3.477
C3 3.755 -2.532 -2.226
N1 2.838 -2.380 -1.103
C4 3.471 -1.836 0.096
C5 3.719 -0.339 0.121
O2 2.543 0.345 -0.221
C6 2.657 1.737 -0.122
H1 2.192 -1.628 -5.737
H2 0.884 -0.742 -4.942
H3 0.820 -2.526 -5.075
H4 3.595 -2.889 -4.372
H5 2.379 -3.735 -3.408
H6 4.289 -1.586 -2.447
H7 4.542 -3.256 -2.001
H8 2.095 -1.774 -1.431
H9 4.375 -2.407 0.313
H10 2.773 -2.065 0.910
H11 4.511 -0.075 -0.597
H12 4.010 -0.025 1.132
H13 2.976 2.022 0.896
H14 1.675 2.163 -0.304
H15 3.398 2.159 -0.815
C7 2.944 7.818 -1.644
O3 2.588 6.522 -2.056
C8 3.107 5.494 -1.246
C9 2.773 5.606 0.218
N2 1.346 5.623 0.489
C10 1.163 5.704 1.927
C11 -0.235 6.110 2.278
O4 -0.456 7.467 1.994
C12 -1.819 7.757 1.916
H16 4.033 7.954 -1.557
H17 2.506 8.092 -0.679
H18 2.620 8.480 -2.444
H19 4.188 5.349 -1.396
H20 2.652 4.566 -1.608
H21 3.242 6.509 0.664
H22 3.258 4.805 0.787
H23 0.918 6.433 0.050
H24 1.850 6.445 2.373
H25 1.313 4.728 2.399
H26 -0.442 5.889 3.343
H27 -0.966 5.448 1.782
H28 -2.285 7.312 1.023
H29 -1.951 8.835 1.831
H30 -2.400 7.403 2.778
C13 0.294 -10.160 -4.622
O5 0.602 -9.211 -3.643
C14 1.644 -8.349 -4.034
C15 1.931 -7.388 -2.908
N3 0.750 -6.566 -2.618
C16 0.992 -5.713 -1.460
C17 -0.120 -4.714 -1.280
O6 -1.273 -5.415 -0.838
C18 -2.322 -4.507 -0.577
H31 1.166 -10.758 -4.920
H32 -0.126 -9.672 -5.508
H33 -0.425 -10.851 -4.188
H34 1.364 -7.775 -4.935
H35 2.567 -8.903 -4.269
H36 2.761 -6.714 -3.133
H37 2.256 -8.001 -2.048
H38 0.028 -7.220 -2.311
H39 1.904 -5.120 -1.627
H40 1.250 -6.242 -0.530
H41 -0.352 -4.262 -2.253
H42 0.243 -3.956 -0.573
H43 -2.687 -3.948 -1.449
H44 -2.017 -3.820 0.218
H45 -3.199 -5.032 -0.187
C19 -8.623 2.911 0.318
O7 -7.475 2.251 -0.121
C20 -6.462 2.233 0.855
C21 -5.465 1.169 0.465
N4 -6.084 -0.128 0.385
C22 -5.176 -1.110 -0.215
C23 -5.429 -1.320 -1.689
O8 -6.790 -1.709 -1.914
C24 -6.980 -2.219 -3.200
H46 -8.399 3.945 0.620
H47 -9.050 2.413 1.200
H48 -9.357 2.918 -0.482
H49 -6.820 2.080 1.881
H50 -5.985 3.226 0.820
H51 -4.660 1.214 1.206
H52 -5.014 1.513 -0.483
H53 -6.950 -0.128 -0.138
H54 -5.401 -2.071 0.270
H55 -4.138 -0.859 -0.014
H56 -4.741 -2.094 -2.064
H57 -5.314 -0.392 -2.277
H58 -6.781 -1.454 -3.965
H59 -8.043 -2.424 -3.378
H60 -6.466 -3.167 -3.396
C25 0.495 -1.233 5.310
O9 1.800 -1.640 5.687
C26 2.768 -1.241 4.769
C27 4.128 -1.726 5.202
N5 4.662 -0.914 6.289
C28 5.937 -1.348 6.792
C29 7.030 -1.341 5.777
O10 7.016 -2.546 5.029
C30 7.873 -2.469 3.909
H61 -0.187 -1.619 6.069
H62 0.170 -1.624 4.343
H63 0.444 -0.136 5.372
H64 2.744 -0.162 4.563
H65 2.546 -1.720 3.800
H66 4.755 -1.644 4.312
H67 4.144 -2.819 5.358
H68 3.959 -0.845 7.013
H69 5.921 -2.348 7.271
H70 6.237 -0.720 7.638
H71 8.034 -1.222 6.209
H72 6.872 -0.477 5.104
H73 7.566 -1.628 3.270
H74 7.801 -3.390 3.338
H75 8.910 -2.323 4.240
C31 4.976 5.702 5.520
O11 4.158 4.569 5.548
C32 4.018 3.986 4.271
C33 3.204 2.725 4.359
N6 1.748 2.951 4.310
C34 1.284 3.850 5.397
C35 -0.199 3.677 5.653
O12 -0.546 2.408 6.107
C36 0.115 2.065 7.320
H76 4.533 6.489 4.891
H77 5.963 5.479 5.086
H78 5.127 6.070 6.530
H79 4.996 3.772 3.813
H80 3.527 4.703 3.587
H81 3.553 2.117 5.207
H82 3.450 2.126 3.473
H83 1.343 2.045 4.566
H84 1.502 4.874 5.078
H85 1.842 3.715 6.333
H86 -0.746 3.855 4.730
H87 -0.531 4.422 6.390
H88 -0.048 2.840 8.079
H89 1.180 1.882 7.147
H90 -0.332 1.153 7.712
C37 -1.730 -1.317 -2.800
O13 -1.782 -1.230 -1.392
C38 -0.506 -1.003 -0.832
C39 -0.577 -1.210 0.681
N7 -1.345 -0.201 1.427
C40 -0.571 1.027 1.639
C41 -1.273 1.942 2.602
O14 -2.413 2.478 1.994
C42 -3.095 3.342 2.823
H91 -2.684 -0.986 -3.215
H92 -1.571 -2.360 -3.109
H93 -0.966 -0.694 -3.278
H94 -0.359 0.069 -1.024
H95 0.307 -1.652 -1.153
H96 0.417 -1.394 1.088
H97 -1.106 -2.160 0.838
H98 -2.135 0.077 0.848
H99 -0.481 1.613 0.708
H100 0.442 0.860 2.007
H101 -0.541 2.738 2.845
H102 -1.490 1.534 3.599
H103 -3.509 2.878 3.728
H104 -3.928 3.768 2.260
H105 -2.479 4.200 3.138
C43 -4.722 -2.557 -6.425
C44 -4.315 -1.137 -6.728
C45 -5.270 -0.091 -6.174
O15 -2.966 -0.898 -6.193
H106 -5.819 -2.564 -6.462
H107 -4.453 -2.785 -5.392
H108 -4.364 -3.322 -7.106
H109 -4.218 -0.953 -7.808
H110 -5.517 -0.290 -5.128
H111 -6.230 -0.120 -6.702
H112 -4.869 0.917 -6.256
H113 -2.433 -0.550 -6.910
C46 -1.709 -5.493 -4.838
C47 -0.561 -5.338 -5.834
C48 -0.823 -4.195 -6.783
O16 0.649 -5.057 -5.132
H114 -1.605 -4.706 -4.090
H115 -1.670 -6.462 -4.340
H116 -2.682 -5.408 -5.329
H117 -0.464 -6.302 -6.356
H118 0.083 -3.728 -7.167
H119 -1.338 -3.382 -6.246
H120 -1.518 -4.470 -7.578
H121 0.695 -5.594 -4.309
C49 -2.633 2.568 -1.933
C50 -1.670 3.682 -1.591
C51 -0.238 3.362 -2.009
O17 -2.131 4.878 -2.233
H122 -2.735 2.457 -3.014
H123 -3.616 2.719 -1.489
H124 -2.246 1.628 -1.523
H125 -1.686 3.813 -0.499
H126 0.091 2.355 -1.738
H127 0.425 3.986 -1.388
H128 -0.020 3.591 -3.052
H129 -1.379 5.478 -2.304